The following is a DFT calculation (ωB97M-V with the def2-TZVPD basis set) of a 4-piece molecular cluster, C2H11NO4 overall in a non-equilibrium geometry.

Its LUMO energy is 0.220 eV. The value obtained for the HOMO-LUMO gap is 9.443 eV. The largest force on an atom is 0.0282 hartree/bohr.

Element x y z (Å)
N 1.677 -1.302 1.610
C 2.433 -0.460 0.733
C 1.688 0.635 0.013
O 1.019 1.444 0.605
H 1.316 -2.152 1.228
H 1.265 -0.927 2.439
H 2.986 -1.063 0.005
H 3.300 -0.053 1.272
H 1.796 0.714 -1.084
O -1.786 -1.637 -1.560
H -2.605 -2.154 -1.477
H -1.285 -2.179 -0.928
O -1.116 2.597 -1.264
H -1.098 2.547 -0.305
H -2.035 2.382 -1.468
O -2.894 0.622 0.094
H -2.154 1.116 0.450
H -2.506 -0.132 -0.364

These are the Löwdin partial charges, in e, on atoms 1 to 2: 0.01 -0.27



The following is a DFT calculation (ωB97M-V with the def2-TZVPD basis set) of C10H16As2CoO5Se as an isolated structure in a non-equilibrium geometry.

As for the expectation value of S²: 6.0330. Its LUMO energy (spin up / spin down) is 2.759 / 2.521 eV. As for the spin multiplicity: 5. The value obtained for the HOMO-LUMO gap (spin up / spin down) is 8.041 / 7.788 eV. As for the charge: -1. The largest force on an atom is 0.0682 hartree/bohr.

Element x y z (Å)
Co 0.681 1.644 -1.423
C 1.636 1.731 2.609
As 0.643 1.619 0.921
C -1.042 2.249 1.726
C 0.067 -0.307 0.844
C 0.092 -0.988 2.060
C -0.253 -2.329 2.163
C -0.633 -3.023 1.036
C -0.675 -2.373 -0.190
C -0.345 -1.024 -0.324
As -0.477 -0.294 -2.194
C -1.458 -1.713 -3.134
C -2.098 0.791 -1.858
H 1.027 1.427 3.464
H 1.919 2.777 2.763
H 2.541 1.124 2.541
H -1.288 1.647 2.605
H -1.857 2.164 1.003
H -0.936 3.297 2.019
H 0.390 -0.490 2.972
H -0.218 -2.828 3.124
H -0.896 -4.072 1.106
H -0.974 -2.963 -1.044
H -0.807 -2.575 -3.295
H -1.771 -1.329 -4.108
H -2.344 -2.008 -2.567
H -2.856 0.185 -1.347
H -2.497 1.143 -2.813
H -1.849 1.656 -1.248
O 4.449 -0.298 -2.008
Se 3.295 0.377 -1.074
O 2.228 -0.823 -0.764
O 2.439 1.630 -2.026
O 3.970 0.952 0.420
O -0.104 3.026 -1.962

These are the Löwdin partial charges, in e, on atoms 1 to 2: 0.17 -0.28



The following is a DFT calculation (ωB97M-V with the def2-TZVPD basis set) of a 2-piece molecular cluster, C3H9N2O2 overall in a non-equilibrium geometry.

Its LUMO energy is -3.274 eV. The value obtained for the HOMO-LUMO gap is 10.900 eV. As for the charge: +1. The largest force on an atom is 0.0363 hartree/bohr.

Element x y z (Å)
O -2.065 -0.186 3.058
C -0.868 -0.163 3.026
C -0.109 0.016 1.739
N -1.101 0.048 0.618
H -0.253 -0.300 3.934
H 0.429 0.962 1.763
H 0.586 -0.795 1.523
H -0.654 0.045 -0.316
H -1.865 -0.615 0.772
H -1.580 0.957 0.661
C 1.175 0.236 -2.188
N 0.968 0.016 -3.566
O 0.469 0.845 -1.434
H 2.126 -0.237 -1.852
H 1.843 0.174 -4.067
H 0.897 -1.002 -3.671

These are the Löwdin partial charges, in e, on atoms 1 to 2: 0.10 -0.21



The following is a DFT calculation (ωB97M-V with the def2-TZVPD basis set) of a 14-piece molecular cluster, C5H37NO15 overall in a non-equilibrium geometry.

Its LUMO energy is -0.025 eV. The value obtained for the HOMO-LUMO gap is 9.719 eV. The largest force on an atom is 0.0507 hartree/bohr.

Element x y z (Å)
O -1.902 0.335 0.308
C -1.464 1.483 0.184
O -2.124 2.393 -0.501
C -0.148 1.791 0.771
C 0.906 1.981 -0.346
C 1.127 0.795 -1.254
C 2.083 -0.185 -0.542
N 3.419 0.364 -0.724
H -2.921 2.014 -0.954
H -0.182 2.748 1.343
H 0.181 1.142 1.598
H 1.828 2.408 0.103
H 0.531 2.802 -1.000
H 0.121 0.415 -1.599
H 1.714 1.155 -2.117
H 1.811 -0.075 0.521
H 2.016 -1.258 -0.769
H 4.178 0.227 -0.081
H 3.784 0.278 -1.654
H 2.718 -4.321 1.307
H 2.293 -2.914 0.962
O 1.922 -3.789 1.178
H 0.560 3.087 3.776
H 1.976 3.595 3.132
O 1.023 3.682 3.187
H -0.151 -1.631 -3.711
H 0.492 -1.175 -2.491
O 0.588 -1.888 -3.127
H 3.657 2.968 -2.638
H 3.990 2.561 -1.229
O 3.617 3.294 -1.731
H 1.719 3.993 -3.020
H 1.079 2.668 -2.766
O 1.063 3.397 -3.422
H 0.508 0.012 4.497
H -0.728 -1.007 4.635
O -0.405 -0.115 4.756
H -1.548 -2.656 0.418
H -1.956 -1.200 0.933
O -2.004 -2.166 1.165
H -3.611 2.175 -3.217
H -3.766 0.781 -2.620
O -3.856 1.727 -2.401
H -3.323 -2.264 0.150
H -4.103 -3.388 -0.738
O -3.683 -2.525 -0.749
H -3.144 -1.854 -2.417
H -2.374 -0.708 -1.787
O -2.579 -1.094 -2.651
H 0.623 -3.868 -0.037
H -0.733 -4.360 -0.674
O -0.321 -3.615 -0.225
H 1.396 -1.594 3.072
H 2.627 -0.869 3.765
O 2.199 -1.017 2.918
H 0.604 -2.964 1.994
H -0.757 -2.427 2.654
O 0.183 -2.617 2.792

These are the Löwdin partial charges, in e, on atoms 1 to 2: 0.04 -0.50



The following is a DFT calculation (ωB97M-V with the def2-TZVPD basis set) of one molecule with the formula C6H12O.

Its LUMO energy is 0.964 eV. The value obtained for the HOMO-LUMO gap is 10.484 eV. The largest force on an atom is 0.0143 hartree/bohr.

Element x y z (Å)
C 0.158 1.713 0.162
C -1.282 1.184 0.188
C -1.383 -0.273 -0.262
C -0.471 -1.166 0.591
C 1.030 -0.891 0.527
C 1.671 -1.009 -0.848
O 1.684 -0.676 1.523
H 0.821 1.139 0.785
H 0.220 2.711 0.582
H 0.545 1.737 -0.866
H -1.668 1.266 1.211
H -1.929 1.809 -0.441
H -1.123 -0.358 -1.326
H -2.421 -0.630 -0.177
H -0.574 -2.209 0.269
H -0.762 -1.103 1.645
H 2.719 -0.703 -0.826
H 1.149 -0.469 -1.646
H 1.617 -2.074 -1.090

These are the Löwdin partial charges, in e, on atoms 1 to 2: -0.10 -0.24



The following is a DFT calculation (ωB97M-V with the def2-TZVPD basis set) of one molecule with the formula C5H7ClN2 in a non-equilibrium geometry.

Its LUMO energy (spin up / spin down) is 0.133 / -0.056 eV. The value obtained for the HOMO-LUMO gap (spin up / spin down) is 7.414 / 6.650 eV. The largest force on an atom is 0.0733 hartree/bohr.

Element x y z (Å)
C -0.724 -1.136 -0.534
C -2.430 0.565 -0.546
C 1.371 -0.254 0.055
C -0.589 0.853 0.871
C 2.757 0.037 0.468
N 0.700 -1.158 -0.407
N -1.276 0.119 -0.028
Cl -0.890 2.557 1.072
H -1.245 -1.217 -1.435
H -1.084 -1.962 0.009
H -2.908 -0.181 -1.165
H -3.063 1.330 0.073
H 3.125 0.827 -0.108
H 3.487 -0.778 0.158
H 2.767 0.400 1.518

These are the Löwdin partial charges, in e, on atoms 1 to 2: -0.17 -0.04



> The lowest largest force on an atom belongs to which entry?

C6H12O



> Which formula does entry 4 have?

C5H37NO15



> What is the largest force on an atom in the sixth record?

0.0733 hartree/bohr



> Among the records above, which one has the highest largest force on an atom?

C5H7ClN2